# C10H8N2O

One molecule with the formula C10H8N2O at a distorted geometry (ωB97M-V with the def2-TZVPD basis set, the Open Molecules 2025 dataset).

Atoms and positions in Å:
C1 -1.00420 0.51589 -0.54559
H1 1.93261 -3.01292 -0.41412
C2 0.19586 -0.14008 -0.27912
H2 -3.41590 -1.73047 1.46981
N1 -3.14413 -0.74498 0.05072
H3 -2.77121 -0.19600 -1.70331
H4 -2.11566 2.49010 -0.22794
C3 1.66521 -1.94069 -0.01400
C4 1.20571 0.82896 0.27357
H5 -0.16178 3.55515 0.28059
H6 3.97983 -1.33018 0.29243
N2 1.03892 2.20445 0.52536
C5 -0.18994 2.53903 0.20583
H7 -0.27430 -2.24448 -0.84033
C6 2.55355 0.25666 0.37802
C7 0.46043 -1.49389 -0.28594
C8 -1.22558 1.83507 -0.25732
C9 2.87499 -1.10425 0.15664
O1 -2.74590 -1.08460 1.33569
H8 3.43919 0.93464 0.31003
C10 -2.29770 -0.13740 -0.71103

Properties
net charge = 0
HOMO-LUMO gap = 8.89 eV
E_HOMO = -9.07 eV
SMILES = O/N=C\c1ccnc2ccccc12
energy above the lowest of the compared OMol25 structures with the same formula, charge and spin = 413.4 kJ/mol